(1)
{
  "formula": "C5H3Cl2N2S",
  "method": "ωB97M-V with the def2-TZVPD basis set",
  "total_charge": 1,
  "e_homo_ev": -13.63,
  "mol_weight_da": 194.07,
  "de_lowest_kj_mol": 484.9,
  "total_energy_ev": -44079.4829,
  "homo_lumo_gap_ev": 7.54,
  "species": ["C", "C", "C", "C", "C", "N", "N", "S", "Cl", "Cl", "H", "H", "H"],
  "positions_angstrom": [[-1.18544, -0.13599, -2.05201], [-1.22052, -0.66397, -0.78636], [0.57175, -0.17935, 2.12227], [-1.62632, -1.30985, 0.30070], [1.28968, 0.78328, -0.21191], [-1.31440, 0.09252, -3.15749], [0.64245, -0.14066, 0.76871], [0.17229, -1.68663, 0.03538], [1.04461, 1.32938, 2.70837], [-2.52591, -1.36981, 1.66525], [1.31474, 1.73616, 0.23390], [2.31528, 0.60888, -0.60853], [0.52178, 0.93603, -1.01828]],
  "forces_ev_per_angstrom": [[-0.89, -0.48, 0.94], [-0.39, -3.40, 2.33], [0.02, 0.15, -1.32], [1.10, 1.66, -1.80], [-1.28, 0.16, -1.09], [0.09, 0.75, -1.92], [2.17, -1.74, 0.29], [-1.28, 2.68, 0.50], [0.16, 0.35, 0.68], [-0.19, -0.22, -0.31], [0.13, 1.11, 0.81], [-0.87, -0.78, 0.50], [1.24, -0.25, 0.38]]
}

***

(2)
{
  "formula": "C24H74N6O10",
  "method": "ωB97M-V with the def2-TZVPD basis set",
  "total_charge": 0,
  "e_homo_ev": -9.00,
  "mol_weight_da": 606.89,
  "de_lowest_kj_mol": 219.4,
  "total_energy_ev": -55499.6314,
  "homo_lumo_gap_ev": 9.38,
  "species": ["C", "C", "C", "O", "C", "N", "H", "H", "H", "H", "H", "H", "H", "H", "H", "H", "H", "C", "C", "C", "O", "C", "N", "H", "H", "H", "H", "H", "H", "H", "H", "H", "H", "H", "C", "C", "C", "O", "C", "N", "H", "H", "H", "H", "H", "H", "H", "H", "H", "H", "H", "C", "C", "C", "O", "C", "N", "H", "H", "H", "H", "H", "H", "H", "H", "H", "H", "H", "C", "C", "C", "O", "C", "N", "H", "H", "H", "H", "H", "H", "H", "H", "H", "H", "H", "C", "C", "C", "O", "C", "N", "H", "H", "H", "H", "H", "H", "H", "H", "H", "H", "H", "O", "H", "H", "O", "H", "H", "O", "H", "H", "O", "H", "H"],
  "positions_angstrom": [[2.46295, -3.85353, -3.84185], [3.23892, -3.60037, -5.12809], [4.70729, -3.93817, -5.04282], [5.29371, -3.81600, -6.32184], [6.58779, -4.34312, -6.35449], [2.63386, -4.46050, -6.17354], [1.46214, -3.45355, -4.01657], [2.96617, -3.38117, -2.99917], [2.31920, -4.92818, -3.72692], [3.12622, -2.54578, -5.40958], [4.84090, -4.96089, -4.66117], [5.22838, -3.29265, -4.32071], [6.63809, -5.43977, -6.29677], [7.20794, -4.03088, -5.50411], [7.03869, -4.03087, -7.29237], [1.67646, -4.13527, -6.31688], [3.05613, -4.16751, -7.05652], [-3.34530, -7.72592, 5.68779], [-2.13369, -7.26722, 4.90673], [-2.02155, -5.75644, 4.97646], [-0.95384, -5.31465, 4.14975], [-1.27217, -4.23683, 3.30107], [-0.90627, -7.91250, 5.37524], [-3.59687, -8.78710, 5.66059], [-4.26366, -7.25470, 5.31441], [-3.27884, -7.43054, 6.73926], [-2.30975, -7.53613, 3.85282], [-1.80275, -5.44823, 6.00525], [-2.96895, -5.31098, 4.66652], [-1.14544, -3.24712, 3.75494], [-2.28537, -4.32679, 2.90094], [-0.57165, -4.27553, 2.46433], [-0.11877, -7.37504, 5.00876], [-0.77926, -8.79094, 4.87887], [1.98238, 4.95363, 2.02085], [2.15605, 4.46232, 0.57365], [3.57909, 4.74649, 0.11684], [3.73993, 6.12838, -0.04492], [5.08461, 6.48980, -0.25274], [1.81301, 3.06429, 0.38900], [2.41875, 4.27189, 2.75989], [0.93463, 5.05470, 2.31227], [2.47675, 5.91236, 2.19715], [1.43601, 5.05096, 0.00290], [3.82300, 4.16477, -0.78294], [4.28156, 4.38036, 0.88456], [5.73631, 6.02404, 0.49292], [5.18403, 7.57089, -0.24040], [5.41002, 6.14007, -1.24135], [2.17680, 2.42639, 1.08543], [0.81342, 2.91238, 0.38020], [0.09680, 6.22432, -3.24251], [0.94037, 6.06329, -4.49025], [1.74444, 4.75519, -4.49263], [0.92891, 3.64173, -4.23186], [1.24602, 2.92883, -3.04830], [0.08448, 6.05368, -5.67616], [-0.56806, 5.39863, -2.98729], [-0.48159, 7.14840, -3.22669], [0.79171, 6.28198, -2.39339], [1.64709, 6.90514, -4.49617], [2.55521, 4.88174, -3.76284], [2.26495, 4.66058, -5.45175], [0.28691, 2.71131, -2.55801], [1.75577, 3.52567, -2.28864], [1.72712, 1.97419, -3.26960], [-0.66077, 6.74175, -5.65720], [0.59091, 6.28324, -6.52579], [-8.79680, 1.23635, 5.63537], [-7.32673, 0.86381, 5.85628], [-6.47098, 1.58236, 4.83666], [-5.10836, 1.28837, 4.86312], [-4.32847, 2.10158, 4.00454], [-6.86283, 1.17135, 7.21992], [-9.38137, 0.69491, 6.38154], [-9.16989, 1.01971, 4.63353], [-9.00861, 2.29304, 5.82786], [-7.24430, -0.21747, 5.71182], [-6.67229, 2.66596, 4.91566], [-6.90280, 1.35495, 3.84708], [-3.50249, 2.59504, 4.51621], [-4.93193, 2.85623, 3.49671], [-3.91618, 1.40390, 3.27161], [-6.70605, 2.17361, 7.22357], [-7.53066, 0.89445, 7.92425], [-0.00503, -0.68665, -1.71819], [0.71782, -1.40726, -0.57601], [-0.07947, -1.16917, 0.71085], [0.08486, 0.18740, 1.05251], [-0.56229, 0.54494, 2.25017], [0.76574, -2.87236, -0.86148], [-1.07599, -0.81670, -1.90782], [0.39992, -0.99077, -2.69442], [0.11451, 0.39924, -1.70510], [1.70632, -0.95245, -0.50601], [0.19579, -1.88210, 1.49425], [-1.13393, -1.32283, 0.44487], [-0.41732, 1.59367, 2.49814], [-0.18681, -0.02839, 3.10752], [-1.63116, 0.31972, 2.13503], [1.77051, -3.04126, -0.90413], [0.53076, -2.91167, -1.85201], [0.30647, 3.12074, 4.32768], [-0.17980, 2.78435, 5.08851], [0.57169, 4.01309, 4.57471], [3.20508, -0.47776, -3.04404], [3.42038, -1.27175, -2.54446], [3.46611, 0.25134, -2.46964], [0.56033, -1.24411, -5.84133], [1.25023, -0.73261, -5.39885], [-0.26150, -0.79919, -5.60785], [-1.43231, -3.40681, -3.69501], [-1.09773, -2.70991, -4.27128], [-1.86981, -4.02738, -4.28683]],
  "forces_ev_per_angstrom": [[0.07, 0.04, -0.84], [-0.50, -0.30, -0.53], [0.13, -0.27, 0.38], [-0.12, 0.04, 0.29], [0.60, -0.36, 0.04], [-0.06, 0.77, -0.50], [0.03, 0.23, 0.43], [-0.24, -0.15, 0.23], [0.32, -0.01, 0.36], [0.21, 0.07, 0.14], [-0.18, -0.11, -0.17], [-0.07, 0.20, -0.08], [-0.47, -0.03, -0.18], [-0.07, 0.47, -0.10], [0.13, 0.05, 0.03], [-0.03, -0.20, 0.35], [0.25, -0.40, 0.14], [-0.98, 0.28, 0.55], [-0.31, -0.54, -0.61], [0.43, -0.04, 0.20], [-0.24, 0.01, 0.01], [0.38, 0.05, -0.51], [0.61, 0.17, -0.31], [0.60, -0.13, -0.11], [0.21, 0.17, -0.13], [0.19, -0.11, -0.02], [-0.01, 0.25, -0.02], [-0.15, -0.03, 0.07], [-0.02, 0.04, -0.02], [-0.15, -0.12, 0.33], [-0.03, 0.03, 0.01], [-0.08, -0.04, -0.03], [-0.15, 0.16, 0.26], [-0.31, -0.14, 0.30], [0.15, 0.08, 0.62], [-0.32, 0.19, 1.10], [0.02, -0.55, 0.13], [-0.01, 0.35, 0.05], [0.06, -0.39, -0.53], [-0.08, -0.40, -0.47], [0.11, -0.23, -0.29], [-0.06, 0.00, -0.24], [-0.12, 0.08, -0.26], [0.28, 0.00, -0.49], [-0.16, 0.27, -0.23], [-0.06, 0.01, 0.08], [0.03, 0.15, 0.12], [-0.14, 0.05, 0.19], [0.10, -0.01, 0.02], [0.18, 0.23, 0.16], [-0.01, 0.05, -0.03], [0.49, -0.07, 1.06], [-0.59, -0.20, -0.50], [0.38, 0.83, 0.19], [0.51, 0.01, 0.13], [-1.24, 0.13, 0.34], [-0.30, 0.31, -0.59], [-0.04, -0.12, -0.55], [0.01, 0.04, -0.22], [-0.09, 0.14, -0.01], [0.15, -0.10, -0.06], [-0.14, -0.30, 0.23], [-0.26, -0.17, -0.17], [0.07, -0.26, -0.16], [0.49, -0.07, -0.32], [0.31, 0.12, 0.07], [0.04, -0.05, 0.43], [0.23, -0.27, 0.14], [-0.14, 0.17, 0.33], [0.02, -0.23, 0.45], [-0.88, 0.46, -0.86], [0.10, 0.22, 0.78], [-0.13, -0.73, -0.44], [0.34, 0.12, -0.95], [-0.17, -0.13, -0.22], [0.06, -0.23, 0.02], [0.32, 0.06, -0.03], [0.16, 0.01, -0.07], [0.30, 0.05, 0.39], [0.15, -0.24, -0.03], [-0.10, -0.05, 0.30], [0.01, 0.01, -0.02], [0.19, 0.38, -0.28], [-0.10, -0.02, 0.62], [-0.12, 0.19, 0.02], [0.18, 0.71, -1.46], [-1.72, 0.03, -0.24], [-0.04, 0.16, -0.79], [0.65, 0.41, 0.43], [-0.46, -0.53, 0.14], [0.95, 1.11, -0.44], [-0.09, -0.57, 0.97], [0.43, 0.02, 0.21], [0.23, -0.04, 0.34], [0.11, -0.10, 0.25], [0.19, 0.23, 0.20], [-0.06, -0.32, 0.25], [0.08, 0.08, -0.38], [0.04, -0.12, -0.08], [-0.06, 0.18, 0.25], [-0.17, -0.65, 0.30], [-0.35, -0.57, 0.14], [-0.06, 0.01, 0.08], [0.05, 0.02, -0.02], [0.00, -0.04, -0.02], [0.03, 0.05, 0.01], [-0.02, 0.00, -0.04], [-0.05, 0.00, -0.04], [-0.07, -0.09, 0.20], [-0.04, -0.05, 0.01], [0.09, 0.15, -0.10], [0.03, 0.12, -0.03], [0.07, -0.08, -0.03], [0.04, 0.00, 0.03]]
}